14
Properties=species:S:1:pos:R:3:forces:R:3 method="wB97M-V/def2-TZVPD" smiles=Cc1c[nH]c2c1C2 homo_energy_ev=-8.0787 e_tot_ha=-287.4488 gap_ev=9.077 e_above_lowest_kcal_mol=86.9
C 0.16777 -1.36658 -0.01283 0.4 0.3 -0.3
C -0.47815 0.72652 0.30902 -2.2 -0.9 0.6
C 0.65617 -0.07268 0.11493 0.1 -0.7 -0.2
C -1.60639 -0.09277 0.23843 1.3 1.4 0.8
C -1.74694 1.33726 -0.17301 -0.1 0.2 -0.7
C 2.08969 0.33846 0.12725 -0.1 0.0 0.0
N -1.20595 -1.34475 -0.06833 0.1 -0.3 -0.1
H 0.70837 -2.29280 -0.08515 0.1 -0.2 0.0
H -2.31053 1.96991 0.50390 0.0 0.0 0.0
H -1.85091 1.62704 -1.22066 0.0 0.1 -0.1
H 2.28597 1.05997 -0.66505 0.1 0.0 0.0
H 2.34664 0.80716 1.07616 0.1 0.0 0.0
H 2.73039 -0.52747 -0.01903 0.1 0.0 0.0
H -1.78613 -2.16928 -0.12564 0.1 0.2 0.0

=====

14
Properties=species:S:1:pos:R:3:forces:R:3 method="wB97M-V/def2-TZVPD" homo_energy_ev="-8.6612 / -8.6238" e_tot_ha=-287.4111 gap_ev="7.278 / 7.247" e_above_lowest_kcal_mol=110.6
N 0.19379 3.70176 -0.39261 -0.1 -0.9 0.3
C 0.02540 2.60167 -0.07979 0.2 1.1 -0.3
C -0.19444 1.21081 0.28108 -0.4 -0.2 -0.2
C 0.91184 0.29930 -0.27548 0.0 0.1 0.1
C 0.74369 -1.16478 -0.00343 0.1 0.2 -0.1
C -0.40816 -1.86827 0.15464 0.2 0.0 0.0
C -1.64061 -1.21120 -0.07539 -0.1 0.0 0.1
H -0.25591 1.12080 1.37244 0.0 0.0 -0.2
H 0.97793 0.43784 -1.36562 0.0 -0.1 0.2
H 1.88539 0.61534 0.11898 -0.1 -0.1 -0.1
H 1.67574 -1.72505 0.03973 0.0 0.0 0.0
H -0.31016 -2.93269 0.37884 0.0 0.0 0.0
H -1.16382 0.85509 -0.12693 0.6 0.4 0.3
H -2.44070 -1.94060 -0.02648 -0.4 -0.4 -0.1

=====

14
Properties=species:S:1:pos:R:3:forces:R:3 method="wB97M-V/def2-TZVPD" smiles="N#CC1CC=CC1" homo_energy_ev=-9.7140 e_tot_ha=-287.5239 gap_ev=10.496 e_above_lowest_kcal_mol=39.8
N 1.16147 -3.13460 -0.37076 -0.5 1.2 0.1
C 0.84296 -2.03438 -0.19269 0.2 -0.8 0.2
C 0.55381 -0.63321 0.11027 0.3 0.3 0.6
C -0.61317 -0.24138 1.06973 -0.3 0.1 0.4
C -1.13454 1.00478 0.42510 -0.2 0.0 -0.1
C -0.49288 1.34779 -0.69008 -0.2 0.0 0.3
C 0.58315 0.36960 -1.08917 0.0 0.0 0.2
H 1.15277 -0.32721 0.96594 2.2 -0.3 -1.4
H -1.28461 -1.05103 1.34008 -0.5 0.1 -0.4
H -0.12314 0.05978 2.02996 -0.8 -0.3 -0.4
H -1.89752 1.58534 0.92432 -0.1 0.1 -0.2
H -0.69278 2.25205 -1.25831 0.0 -0.2 0.1
H 0.38224 -0.05710 -2.08676 0.0 -0.2 0.5
H 1.56223 0.85957 -1.17763 -0.2 -0.1 0.1

=====

14
Properties=species:S:1:pos:R:3:forces:R:3 method="wB97M-V/def2-TZVPD" homo_energy_ev="-6.7933 / -6.7920" e_tot_ha=-287.3134 gap_ev="6.813 / 6.811" e_above_lowest_kcal_mol=171.8
C -0.67789 1.17352 -0.14272 -0.4 -0.7 1.1
C -1.16025 0.06571 0.47349 3.3 -0.1 -0.1
C -0.06164 0.85354 1.02757 -0.3 -0.4 1.2
C 2.71330 0.16676 0.72768 -3.2 -0.9 -1.8
C 1.97062 -0.57591 -0.33312 5.4 4.5 4.0
C -1.95214 -1.19788 0.36700 -3.0 2.1 -1.1
N 1.10160 -0.92814 -0.94960 -4.0 -2.5 -3.4
H -0.70038 1.87548 -0.91861 -0.1 0.6 -1.1
H 2.82501 -0.59843 1.38610 -0.2 -2.4 2.9
H 0.91281 1.06783 1.68684 -1.7 -0.9 -1.6
H 3.66562 0.58320 0.85000 1.4 1.1 -1.7
H -2.65068 -1.15831 1.19964 -0.1 -0.1 0.4
H -1.51583 -2.17296 0.42297 1.1 -0.1 -0.2
H -2.68978 -1.09097 -0.54012 1.8 -0.4 1.4

=====

14
Properties=species:S:1:pos:R:3:forces:R:3 method="wB97M-V/def2-TZVPD" homo_energy_ev=-8.7091 e_tot_ha=-287.3869 gap_ev=9.108 e_above_lowest_kcal_mol=125.7
N -2.70673 -0.10287 1.54883 0.9 0.4 -0.3
C -1.63348 0.17219 1.21405 -0.9 -0.4 0.3
C -0.26191 0.36668 0.76039 0.2 -0.7 0.1
C -0.17657 0.99461 -0.66068 0.0 -0.2 0.0
C 0.73425 0.02786 -1.40796 0.0 0.0 0.0
C 1.15311 -1.14903 -0.80451 -0.4 0.1 0.2
C 0.42717 -1.15226 0.55801 -0.8 0.5 0.5
H 0.25435 1.01812 1.48681 0.0 -0.5 -0.2
H -1.14657 1.04403 -1.16497 0.1 -0.1 0.1
H 0.25087 2.00703 -0.68092 -0.2 -0.2 0.2
H 0.98023 0.26946 -2.45259 0.3 0.1 0.5
H 1.43641 -0.12673 -0.19764 1.5 0.7 -1.5
H -0.40511 -1.84292 0.44789 -0.1 -0.2 0.2
H 1.09396 -1.52617 1.35328 -0.5 0.5 -0.1

=====

14
Properties=species:S:1:pos:R:3:forces:R:3 method="wB97M-V/def2-TZVPD" homo_energy_ev="-6.5066 / -9.1523" e_tot_ha=-287.2457 gap_ev="7.241 / 8.080" spin_multiplicity=3 e_above_lowest_kcal_mol=90.7
C -1.25647 0.97892 -2.58069 1.9 0.7 1.5
C -0.12296 1.41082 -2.09109 -2.8 -0.9 -0.9
C 1.22723 0.96220 -0.70860 2.7 -1.1 2.1
C -0.96142 0.13835 -1.29585 -1.1 1.6 -2.4
C 1.68787 0.34610 0.51734 0.8 2.5 0.1
C -1.47615 0.43667 0.05845 -0.2 -2.5 1.5
N 1.06518 1.88474 -1.50507 -1.4 0.3 -1.1
H -0.43586 -0.76353 -1.50728 0.1 -0.8 0.3
H 2.34235 -0.44543 0.32189 1.2 -1.2 -0.4
H 0.81012 -0.07997 0.90383 -1.0 -0.6 1.1
H 2.14778 1.05400 1.25020 -0.2 -0.4 -0.3
H -1.06125 -0.28199 0.81396 0.3 0.6 -0.7
H -2.50693 0.22119 0.33251 -0.7 0.2 -1.0
H -1.29361 1.40233 0.42608 0.4 1.6 0.2

=====

16
Properties=species:S:1:pos:R:3:forces:R:3 method="wB97M-V/def2-TZVPD" smiles="C1=CC2=[NH+]OCN2C=C1" homo_energy_ev=-12.8944 e_tot_ha=-417.2167 gap_ev=8.482 charge=+1 e_above_lowest_kcal_mol=45.6
C -1.18198 0.19814 1.81760 2.0 0.2 -3.6
C -1.86666 -0.34175 0.74478 2.0 -1.2 -2.7
C 0.09936 0.61697 1.56155 -1.2 -0.6 0.1
C -1.23979 -0.70988 -0.46576 -0.4 -0.1 0.3
C 0.68625 0.37592 0.32430 0.5 -0.9 -0.4
C 0.93761 -0.44117 -1.88083 1.3 -2.2 3.2
N 0.08154 -0.42117 -0.60805 1.1 1.5 -0.1
N 1.87832 0.75261 -0.11548 -0.5 0.5 1.3
O 2.32436 0.21755 -1.26792 -3.4 -2.7 -3.3
H -1.70047 0.40026 2.67095 -1.0 0.4 2.4
H -2.85410 -0.50967 0.87400 -3.0 -0.8 0.0
H 0.56577 1.08643 2.35095 1.6 1.1 1.2
H -1.62905 -1.23518 -1.37820 -0.3 0.6 1.4
H 0.99691 -1.53699 -2.23545 1.0 1.8 0.8
H 0.43530 0.08305 -2.62802 -0.2 1.7 -1.2
H 2.46664 1.46488 0.23556 0.4 0.7 0.5

=====

18
Properties=species:S:1:pos:R:3:forces:R:3 method="wB97M-V/def2-TZVPD" homo_energy_ev="-3.3566 / -3.9214" e_tot_ha=-891.0042 gap_ev="6.391 / 4.718" charge=-1 spin_multiplicity=3 e_above_lowest_kcal_mol=0.0
C 0.22184 -1.80649 1.36903 0.3 0.5 0.4
C -0.26305 -3.18106 1.01804 -0.1 -0.8 0.3
C -0.49511 -1.66565 -0.68708 -0.4 -0.6 -0.3
C 0.68059 -1.43461 2.57431 -0.1 -0.4 0.0
C -0.01820 2.37496 -0.23436 0.0 -1.7 0.2
C -0.19003 1.98941 -1.64264 0.1 -0.2 -0.6
N -0.71235 -3.04013 -0.24869 0.0 0.3 -0.3
N 0.07869 -0.98947 0.28349 0.3 0.9 0.2
O -0.26197 -4.20255 1.68900 0.0 0.1 0.0
O -0.85211 -1.30458 -1.80184 -0.1 -0.1 -0.4
S -0.08125 3.90375 0.30647 0.0 1.8 0.7
H 0.73503 -2.13940 3.38587 0.0 -0.2 0.1
H 0.98555 -0.41711 2.75987 0.0 0.1 -0.1
H 0.16845 1.55199 0.45015 0.0 0.0 0.2
H 0.76978 1.63628 -2.03135 0.0 0.1 -0.3
H -0.54230 2.82918 -2.23976 -0.1 -0.1 -0.2
H -0.85349 1.12690 -1.72457 -0.1 0.0 -0.1
H -1.13931 -3.76117 -0.80641 0.1 0.1 0.1

=====

20
Properties=species:S:1:pos:R:3:forces:R:3 method="wB97M-V/def2-TZVPD" smiles="NCC[C@](N=C=O)(C(=O)[O-])C(=O)O" homo_energy_ev=-5.7096 e_tot_ha=-718.6476 gap_ev=9.307 charge=-1 e_above_lowest_kcal_mol=0.0
C -1.70414 0.48489 0.57881 2.0 0.2 0.2
C 0.16375 1.31952 -1.03207 -0.2 -0.4 2.3
C -0.21248 1.74525 2.42827 1.1 0.1 -1.1
C -0.15562 0.65331 0.41279 -0.2 0.8 -1.1
C 0.62835 -0.62004 0.49007 1.3 -2.3 1.8
C 0.26752 -1.73853 -0.51115 4.9 -0.7 1.6
N 0.43417 1.47643 1.43758 -0.7 -0.2 -0.8
N 1.06839 -1.49937 -1.71775 0.0 -0.3 -0.8
O -0.70946 1.08272 -1.94970 0.1 -0.2 -0.9
O -0.47827 2.20082 3.44269 -1.1 0.9 2.7
O -2.18519 0.72807 1.66638 -0.5 0.2 1.2
O -2.26342 0.10361 -0.46452 -1.6 -1.0 -1.2
O 1.18426 1.95361 -1.11467 0.4 0.3 -0.8
H 0.57605 -1.15593 1.50293 -0.3 1.4 -0.8
H 1.70342 -0.25131 0.43652 -1.0 -0.9 -0.2
H 0.63275 -2.80406 -0.04731 -1.4 2.5 -1.2
H -0.73200 -1.62694 -0.68466 -2.8 -0.6 -0.6
H 1.32557 -0.50572 -1.76241 -0.1 -0.7 -0.2
H -1.47499 0.47403 -1.48202 0.1 0.6 0.2
H 1.93135 -2.02035 -1.62976 0.1 0.2 -0.1

=====

20
Properties=species:S:1:pos:R:3:forces:R:3 method="wB97M-V/def2-TZVPD" homo_energy_ev="-5.6300 / -9.1597" e_tot_ha=-697.7086 gap_ev="5.887 / 8.726" spin_multiplicity=3 e_above_lowest_kcal_mol=38.9
C 0.80910 -1.56251 0.81826 3.4 -2.3 -0.6
C -0.15398 -0.71368 0.75402 -0.4 0.6 -0.1
C -0.82920 2.37995 1.31263 0.0 0.2 3.1
C -0.88260 1.46418 0.37640 -0.7 2.2 -2.8
C -2.52613 -1.42251 -1.34708 0.2 -1.0 1.3
C 2.29040 -1.28679 0.02651 -2.1 -1.4 -0.4
N 0.36457 0.27990 -1.20360 -3.8 0.7 -2.4
N 1.95030 -0.45181 -1.09245 5.3 -0.2 0.1
N 0.19321 0.56276 0.10650 -2.8 -1.9 1.9
O -2.83644 -0.94256 -2.31324 -1.0 1.9 -3.6
O -2.27466 -1.94024 -0.36175 0.4 -1.2 1.9
O 3.34058 -1.86235 0.21485 -1.0 1.0 0.6
O 2.84611 0.25644 -1.68248 -0.8 -1.7 0.9
H 0.54088 -2.53332 1.27359 0.8 0.5 -0.3
H -1.14179 -0.82637 1.09734 -0.8 0.0 0.4
H -1.59323 3.20848 1.51255 1.2 -1.5 -0.6
H -0.08396 2.12408 2.17477 -1.2 1.1 -1.6
H -1.45498 1.47352 -0.59594 -0.1 0.1 1.6
H 0.44019 1.13830 -1.72522 0.5 0.6 -0.1
H 1.00163 0.65452 0.65433 2.6 2.0 0.7

=====

17
Properties=species:S:1:pos:R:3:forces:R:3 method="wB97M-V/def2-TZVPD" homo_energy_ev="-12.5163 / -12.5093" e_tot_ha=-451.3954 gap_ev="7.299 / 7.286" charge=+1 e_above_lowest_kcal_mol=112.3
C 2.70939 0.90199 -0.31328 0.0 -0.5 0.0
C 2.89962 -0.43610 0.16445 -0.4 0.6 -0.2
C 1.37664 1.29791 -0.61360 0.2 0.8 -0.5
C 1.88670 -1.38216 0.33492 -0.6 2.0 0.0
C 0.49848 0.21927 -0.50592 0.0 -0.5 2.1
C -2.65393 0.00400 0.08316 -0.1 0.6 -3.0
N 0.65110 -0.87223 0.08017 -0.8 0.5 -2.0
N -2.52432 -0.78034 -1.01377 -1.6 -2.4 -0.1
N -1.90467 0.52908 -0.86562 3.4 1.1 0.9
N -3.51736 0.31731 0.95377 -2.5 0.6 3.5
H 3.66660 1.58071 -0.44573 -2.4 -1.3 0.4
H 3.86508 -0.62710 0.52339 1.3 -0.7 0.2
H 1.08794 2.33523 -0.88404 0.2 -1.1 0.0
H 1.87148 -2.36822 0.77470 0.7 0.1 0.0
H -2.04286 -1.68758 -0.94314 0.7 0.6 0.2
H -4.32227 -0.28260 1.26414 1.5 0.4 -0.7
H -3.54762 1.25084 1.40638 0.4 -0.9 -0.7

=====

19
Properties=species:S:1:pos:R:3:forces:R:3 method="wB97M-V/def2-TZVPD" homo_energy_ev=-8.2775 e_tot_ha=-904.6242 gap_ev=8.608 e_above_lowest_kcal_mol=104.7
C 0.75364 -2.08180 -1.94535 -1.9 0.0 -0.4
C -0.59856 -1.88860 -2.32323 1.8 1.0 1.2
C 1.32847 -1.29956 -0.95714 0.7 0.7 0.1
C -1.27064 -0.83469 -1.71748 0.7 0.8 -0.9
C 0.56274 -0.26837 -0.40405 -1.8 -0.7 -1.1
C -0.66754 2.59877 1.62448 -2.4 2.2 -2.9
N -0.68804 -0.00041 -0.81801 0.2 -0.7 0.4
N 0.44051 -0.41125 2.92709 0.1 -0.9 1.0
N -0.33485 0.53316 2.82850 -0.9 0.0 0.2
N 1.52543 -0.42805 2.15050 0.9 -0.3 -0.5
N 0.10268 1.40629 1.85769 0.0 1.0 -1.0
S 1.33899 0.70380 0.97925 -0.8 0.6 0.2
H 1.10122 -2.87409 -2.57568 1.6 -0.2 0.4
H -0.87774 -2.44261 -3.20235 -0.9 0.0 0.1
H 2.38064 -1.27325 -0.65160 -0.3 -0.8 -0.3
H -2.20082 -0.51596 -2.18980 -0.1 0.0 0.8
H -0.16117 3.37104 0.99344 0.6 -0.8 1.0
H -1.63183 2.58667 0.93659 1.6 -1.3 1.2
H -1.10312 3.11892 2.48715 0.9 -0.6 0.4